Below is a structure of composition C38H35F5N11SSe2Sn, with properties calculated with ωB97M-V/def2-TZVPD.

## Properties
Total charge: +1
Kohn-Sham gap, hartree: 0.245
E_LUMO, eV: -2.7
2S+1: 1
Highest occupied orbital energy, eV: -9.3

Last column: Löwdin charge in e.
Atoms and positions in Å:
Sn  0.21605  -0.15932  0.62275  1.036
N  3.07235  1.85190  1.54282  0.137
C  1.91534  2.53460  1.87869  -0.315
C  2.03378  3.91460  2.11282  -0.002
C  0.91138  4.63884  2.43277  -0.047
C  -0.31630  3.98610  2.52647  -0.050
C  -0.34561  2.63606  2.27157  -0.154
N  0.73752  1.91349  1.93846  0.008
C  3.42867  0.52699  1.79194  -0.314
C  4.79042  0.19621  1.77052  -0.001
C  5.14589  -1.10903  2.02523  -0.050
C  4.15675  -2.05162  2.30005  -0.052
C  2.84655  -1.62864  2.28621  -0.140
N  2.48527  -0.36556  2.02930  0.017
H  3.86719  2.45988  1.43678  0.136
H  3.00472  4.38885  2.05844  0.119
H  0.99029  5.70133  2.62047  0.118
H  -1.22134  4.51120  2.79120  0.113
H  -1.27382  2.08611  2.31783  0.091
H  5.53968  0.95016  1.56909  0.115
H  6.19015  -1.39188  2.01904  0.115
H  4.39940  -3.08131  2.51605  0.111
H  2.02924  -2.31816  2.47589  0.101
Se  4.46836  2.28743  -6.59517  1.136
N  3.41791  3.15149  -5.42703  -0.219
C  3.15396  2.31807  -4.46041  -0.345
C  2.31636  2.65733  -3.31550  -0.084
C  1.73762  3.91820  -3.18406  0.015
C  0.95021  4.17392  -2.08215  -0.026
C  0.76393  3.15354  -1.15424  -0.135
N  1.30773  1.95029  -1.26331  0.073
C  2.08238  1.69610  -2.32430  -0.144
C  2.69323  0.35065  -2.42647  -0.148
N  2.45249  -0.51260  -1.43574  0.071
C  2.98963  -1.71707  -1.50320  -0.140
C  3.80635  -2.13997  -2.55111  -0.025
C  4.06249  -1.25704  -3.57577  0.013
C  3.49627  0.01737  -3.52212  -0.086
C  3.73372  1.00703  -4.56650  -0.342
N  4.46552  0.78387  -5.62183  -0.219
H  1.91401  4.66581  -3.94512  0.121
H  0.47908  5.13544  -1.93481  0.111
H  0.12980  3.31638  -0.28935  0.098
H  2.75147  -2.39079  -0.68640  0.103
H  4.21901  -3.13844  -2.54990  0.112
H  4.68610  -1.52397  -4.41814  0.121
F  1.17972  -0.98717  7.87568  0.141
C  0.61157  -1.11374  6.68319  -0.136
C  0.77921  -2.27451  5.94546  -0.143
F  1.51708  -3.27084  6.43123  0.130
C  0.18307  -2.38712  4.69972  -0.269
F  0.39204  -3.52112  4.01650  0.063
C  -0.59109  -1.37437  4.14711  -0.495
Se  -1.39664  -1.59364  2.43177  0.670
C  -0.74217  -0.23189  4.91587  -0.251
F  -1.49392  0.78470  4.47030  0.067
C  -0.15630  -0.08491  6.16094  -0.142
F  -0.33171  1.03601  6.85712  0.130
C  -4.80410  -1.03618  0.38607  -0.060
C  -4.75307  0.44693  0.04916  -0.198
N  -3.92944  0.70702  -1.13136  -0.075
C  -4.65710  0.95194  -2.37521  -0.207
C  -5.08892  2.40223  -2.51750  -0.062
C  -2.59237  0.79281  -1.03350  -0.425
C  -1.80324  0.96199  -2.29520  -0.017
N  -1.94408  0.69455  0.09158  -0.041
H  -5.42359  -1.20555  1.26621  0.085
H  -3.80952  -1.43061  0.59583  0.029
H  -5.22897  -1.59940  -0.44551  0.080
H  -4.39304  1.04180  0.89215  0.120
H  -5.75360  0.82328  -0.16557  0.120
H  -5.52602  0.29023  -2.36980  0.125
H  -4.04955  0.63962  -3.22163  0.107
H  -5.71040  2.71282  -1.67693  0.076
H  -5.66791  2.54254  -3.43005  0.082
H  -4.22516  3.06697  -2.55866  0.073
H  -2.03981  0.16922  -3.00383  0.083
H  -0.74576  0.90863  -2.06678  0.037
H  -2.01402  1.92282  -2.76776  0.094
H  -2.53113  0.48966  0.89389  -0.015
C  -2.46448  -4.45480  -3.09459  -0.034
N  -2.36269  -4.57850  -1.65562  -0.129
C  -2.97759  -5.54122  -0.87351  -0.047
C  -2.62725  -5.30043  0.40575  -0.062
N  -1.79730  -4.20130  0.38864  0.056
C  -1.63702  -3.75146  -0.87348  -0.784
S  -0.71237  -2.43140  -1.39134  0.545
H  -2.98165  -5.33042  -3.47774  0.093
H  -1.46725  -4.39419  -3.52515  0.083
H  -3.01816  -3.55377  -3.35565  0.089
H  -3.59478  -6.30726  -1.30513  0.122
H  -2.88404  -5.81133  1.31462  0.121
H  -1.41670  -3.71245  1.19092  0.018